Entry 1:
Below is C27H22O6P2PtSe3Te as an isolated structure, with properties calculated with wB97M-V/def2-TZVPD.

```
62
Properties=species:S:1:pos:R:3:mulliken_spin:R:1
Pt 1.5986 -1.9217 -2.1671 0.5795
O 2.2785 -0.5055 -0.2686 -0.0729
P 1.5138 0.6125 0.3608 0.0244
C -0.2782 0.2809 0.4112 0.0018
P -0.9641 -0.4099 -1.1731 0.0136
O 0.0427 -0.6971 -2.3249 -0.0276
C -1.8096 -1.9905 -0.7495 0.0228
C -1.6522 -2.9425 -1.7318 -0.0378
C -2.0042 -4.2920 -1.5485 0.0295
C -2.7142 -4.6072 -0.3925 -0.0008
C -2.9563 -3.6589 0.5868 0.0073
C -2.5240 -2.3136 0.4163 -0.0135
C -2.1397 0.8315 -1.7115 -0.0035
C -2.1595 1.2052 -3.0728 0.0054
C -3.1150 1.9656 -3.6098 -0.0009
C -4.0489 2.5421 -2.8115 0.0002
C -3.9937 2.3518 -1.4071 -0.0001
C -3.1442 1.3623 -0.8792 0.0014
C 1.9202 1.0197 2.0550 0.0011
C 0.9916 1.7281 2.8532 0.0001
C 1.3489 1.9525 4.1898 0.0000
C 2.5269 1.3727 4.7469 0.0001
C 3.3957 0.6613 3.9802 -0.0005
C 3.0530 0.4366 2.6101 -0.0021
C 1.6911 2.1587 -0.5223 -0.0026
C 1.3052 3.3923 -0.0548 0.0000
C 1.7076 4.5490 -0.7182 -0.0002
C 2.4171 4.4247 -1.9448 -0.0012
C 2.8630 3.2006 -2.3671 -0.0044
C 2.6195 2.0778 -1.5811 -0.0089
H -0.8401 1.2375 0.6189 -0.0003
H -0.4261 -0.3544 1.3413 -0.0029
H -1.2026 -2.6751 -2.6856 -0.0118
H -1.7513 -5.0286 -2.3005 0.0036
H -3.0698 -5.6326 -0.1894 0.0003
H -3.5186 -3.9748 1.4163 0.0001
H -2.8719 -1.5737 1.1153 0.0002
H -1.3776 0.7489 -3.6945 -0.0013
H -3.1344 2.1424 -4.6514 0.0000
H -4.8415 3.1742 -3.1626 0.0000
H -4.6136 2.9002 -0.6872 0.0000
H -3.1600 1.0600 0.1915 0.0001
H 0.0336 2.1752 2.5511 0.0003
H 0.6964 2.4906 4.8972 0.0000
H 2.7431 1.6073 5.8047 0.0000
H 4.2848 0.1793 4.4057 0.0000
H 3.7374 -0.1633 1.9617 0.0046
H 0.4990 3.4461 0.6791 0.0000
H 1.4960 5.5160 -0.2846 -0.0001
H 2.7048 5.3204 -2.4809 0.0001
H 3.5985 3.0564 -3.1526 0.0014
H 3.1192 1.1538 -1.7353 0.0030
Se 2.3818 -4.2485 -1.6691 0.8130
Se 2.0402 -4.5608 -4.4625 0.9065
Te 4.2565 -3.6577 -4.7877 1.0598
Se 3.7883 -2.3420 -2.4076 0.7094
O 5.2247 -4.1156 1.0602 0.0071
C 4.3230 -4.2127 1.8043 -0.0070
O 3.4757 -4.2155 2.5779 0.0039
C -5.1180 -1.4037 5.5973 0.0000
O -5.8970 -2.0275 6.1810 0.0000
O -4.3502 -0.8090 4.9736 0.0000
```

The energy above the lowest of the compared OMol25 structures with the same formula, charge and spin is 0.0 kJ/mol. As for the multiplicity: 5. The maximum force is 0.080 Eh/bohr. For the LUMO energy (spin up / spin down), the calculation gives -0.155 / -1.055 eV. For the frontier orbital gap (spin up / spin down), the calculation gives 4.67 / 5.40 eV.

***

Entry 2:
Below is C27H23AsCoN3O2 as an isolated structure, with properties calculated with wB97M-V/def2-TZVPD.

```
57
Properties=species:S:1:pos:R:3:mulliken_spin:R:1
Co -0.6824 -2.0049 -0.6707 0.9682
N 1.3919 -2.5187 -0.7976 -0.0204
C 1.8713 -2.4160 0.5595 -0.0004
C 3.1799 -2.1845 0.8807 0.0037
C 3.5738 -2.0781 2.2292 -0.0034
C 2.6651 -2.2180 3.2393 0.0032
C 1.3023 -2.4376 2.9387 -0.0091
C 0.2878 -2.5609 3.9134 0.0172
C -1.0142 -2.7181 3.5190 -0.0034
C -1.3197 -2.7175 2.1500 0.0231
N -0.3947 -2.6171 1.2175 0.0150
C 0.9105 -2.5125 1.5868 -0.0306
H 1.2683 -3.4897 -1.0815 0.0054
H 2.0579 -2.1007 -1.4375 0.0010
H 3.9226 -2.0809 0.0983 0.0000
H 4.6136 -1.8848 2.4548 -0.0001
H 2.9709 -2.1510 4.2755 -0.0002
H 0.5484 -2.5271 4.9638 0.0002
H -1.8134 -2.8350 4.2366 -0.0004
H -2.3444 -2.7923 1.8046 -0.0015
O -2.7999 -1.9171 -0.7327 -0.0313
N -2.8297 -2.4913 -1.8501 0.0086
O -1.6836 -2.8039 -2.2369 0.0024
C -4.7863 2.4700 -0.8873 0.0017
C -4.4051 1.6621 0.1744 -0.0009
C -3.1614 1.0554 0.1702 0.0009
C -2.2823 1.2731 -0.8877 -0.0086
C -2.6750 2.0618 -1.9630 0.0043
C -3.9251 2.6635 -1.9557 -0.0006
As -0.5846 0.3357 -0.8971 0.0415
C 0.4186 1.0670 0.6029 -0.0034
C -0.0731 0.8549 1.8901 -0.0057
C 0.6420 1.2884 2.9946 -0.0004
C 1.8639 1.9241 2.8237 0.0022
C 2.3756 2.1058 1.5480 -0.0010
C 1.6608 1.6722 0.4397 0.0065
C 0.3353 1.0239 -2.4498 0.0119
C 0.5882 2.3864 -2.6002 -0.0037
C 1.2589 2.8437 -3.7227 -0.0003
C 1.6756 1.9461 -4.6980 0.0002
C 1.4134 0.5919 -4.5585 0.0002
C 0.7432 0.1302 -3.4344 0.0088
H -5.7626 2.9361 -0.8886 0.0001
H -5.0836 1.4921 1.0000 0.0000
H -2.8852 0.3863 0.9750 0.0002
H -2.0143 2.2000 -2.8080 0.0008
H -4.2269 3.2783 -2.7933 -0.0001
H -1.0215 0.3493 2.0299 -0.0023
H 0.2454 1.1282 3.9893 0.0003
H 2.4160 2.2770 3.6849 0.0001
H 3.3364 2.5848 1.4118 0.0000
H 2.0710 1.8083 -0.5521 0.0008
H 0.2577 3.0826 -1.8382 0.0008
H 1.4557 3.9012 -3.8393 -0.0002
H 2.2032 2.3063 -5.5712 0.0001
H 1.7267 -0.1034 -5.3261 0.0000
H 0.5171 -0.9252 -3.3239 -0.0011
```

As for the total charge: +1. The energy above the lowest of the compared OMol25 structures with the same formula, charge and spin is 79.6 kJ/mol. As for the multiplicity: 2. The maximum force is 0.031 Eh/bohr. For the LUMO energy (spin up / spin down), the calculation gives -3.654 / -3.736 eV. For the frontier orbital gap (spin up / spin down), the calculation gives 7.76 / 8.07 eV.

***

Entry 3:
Below is C27H23AsFeN4O9S3 as an isolated structure, with properties calculated with wB97M-V/def2-TZVPD.

```
68
Properties=species:S:1:pos:R:3:mulliken_spin:R:1
Fe 0.1369 -0.3069 0.0896 4.3185
O -0.0846 0.1825 7.1737 0.0001
C 0.6889 -0.5583 6.5449 0.0002
O 1.4172 -1.4956 6.9151 0.0002
C 0.6266 -0.3793 5.0033 -0.0015
C -0.1629 0.6002 4.4238 -0.0008
C -0.1666 0.7501 3.0463 0.0061
N 0.5612 -0.0342 2.2516 0.0810
C 1.3511 -0.9631 2.8014 0.0232
C 1.4075 -1.1643 4.1667 -0.0013
C 2.2189 -1.6727 1.8357 0.0146
C 3.2554 -2.5166 2.2149 0.0049
C 4.1002 -3.0086 1.2383 -0.0004
C 3.8991 -2.6447 -0.0848 0.0050
C 2.8215 -1.8353 -0.3890 0.0026
N 1.9964 -1.3786 0.5523 0.0642
C -0.8904 1.8434 2.3532 -0.0078
C -1.9443 2.5397 2.9357 -0.0027
C -2.4997 3.5953 2.2370 0.0001
C -1.9858 3.9241 0.9912 0.0006
C -0.9567 3.1518 0.4811 -0.0008
N -0.4257 2.1279 1.1389 0.0259
H -0.7306 1.2423 5.0831 0.0009
H 2.0442 -1.9031 4.6329 0.0004
H 3.4064 -2.7590 3.2560 -0.0001
H 4.9230 -3.6570 1.5113 -0.0002
H 4.5599 -2.9779 -0.8721 0.0004
H 2.5998 -1.5370 -1.4040 -0.0048
H -2.3231 2.2498 3.9054 -0.0002
H -3.3245 4.1544 2.6598 0.0001
H -2.3804 4.7497 0.4151 0.0003
H -0.5377 3.3624 -0.4954 0.0029
O -2.7718 1.9226 -2.6094 0.0076
As -1.2068 1.1052 -2.4735 0.0040
O -1.0586 -0.0786 -3.5819 0.0039
O -1.3020 0.5471 -0.8750 0.1474
C -0.0986 2.6560 -2.8524 0.0020
C -0.7676 3.7628 -3.3740 -0.0009
C -0.0683 4.8940 -3.7674 0.0003
C 1.3107 4.9355 -3.6453 0.0004
C 1.9858 3.8445 -3.1244 0.0003
C 1.2915 2.7080 -2.7334 0.0037
S 2.2905 1.3922 -2.0513 0.0036
O 2.7193 0.5528 -3.1394 0.0071
O 3.3225 2.0358 -1.2829 0.0044
O 1.2993 0.6928 -1.1902 0.0514
H -3.4661 1.2829 -2.4134 -0.0004
H -1.8429 3.7366 -3.4682 -0.0003
H -0.6085 5.7433 -4.1659 0.0000
H 1.8615 5.8182 -3.9439 0.0000
H 3.0589 3.8648 -2.9903 -0.0003
O 0.2085 -1.9589 -1.2675 0.0769
S -0.3873 -2.4905 -2.5722 0.0139
C -0.4445 -4.2589 -2.1727 0.0032
C -1.6255 -4.4199 -1.2273 0.0016
C -2.7635 -3.6740 -1.9188 0.0001
C -2.1940 -2.3353 -2.3934 0.0033
H 0.5305 -4.5124 -1.7588 0.0005
H -0.5956 -4.8014 -3.1103 0.0008
H -1.3922 -3.9502 -0.2700 0.0003
H -1.8645 -5.4684 -1.0457 0.0000
H -3.6114 -3.5103 -1.2559 0.0000
H -3.1057 -4.2571 -2.7789 0.0000
H -2.3016 -1.5444 -1.6507 -0.0010
H -2.5779 -1.9715 -3.3440 -0.0010
S -3.8141 -2.5079 1.5813 0.0390
C -2.3400 -1.9271 1.2469 0.0106
N -1.2713 -1.5097 1.0071 0.0859
```

As for the total charge: -1. The energy above the lowest of the compared OMol25 structures with the same formula, charge and spin is 0.0 kJ/mol. As for the multiplicity: 6. The maximum force is 0.018 Eh/bohr. For the LUMO energy (spin up / spin down), the calculation gives 1.741 / 0.774 eV. For the frontier orbital gap (spin up / spin down), the calculation gives 7.55 / 6.58 eV.

***

Entry 4:
Below is C27H23MgN5O2S2 as an isolated structure, with properties calculated with wB97M-V/def2-TZVPD.

```
60
Properties=species:S:1:pos:R:3:lowdin_charge:R:1
Mg 0.9599 0.9134 2.5140 0.6417
C 0.4750 1.9598 4.6541 -0.1891
C 1.8279 1.5725 4.6447 -0.1729
C 1.8827 0.1641 4.5456 -0.1806
C 0.5554 -0.3194 4.4998 -0.2055
C -0.3181 0.7930 4.5576 -0.2055
H 0.1039 2.9723 4.7141 0.0973
H 2.6772 2.2376 4.6782 0.1076
H 2.7784 -0.4385 4.5240 0.1049
H 0.2654 -1.3602 4.4796 0.0972
H -1.3972 0.7561 4.5753 0.0892
O 4.9271 1.0060 0.5843 0.0637
C 4.5939 1.7966 -0.4554 -0.2624
C 5.5596 1.9963 -1.4451 -0.0164
C 5.2883 2.7994 -2.5316 -0.0862
C 4.0477 3.4237 -2.6594 -0.0962
C 3.0935 3.2261 -1.6841 -0.0318
C 3.3410 2.4139 -0.5725 -0.0813
C 2.2944 2.2049 0.4588 -0.4352
O 2.5566 1.3776 1.4237 -0.1141
N 1.1646 2.8403 0.3047 0.0287
N 0.2358 2.5275 1.3110 -0.1172
C -0.8326 3.2143 1.1993 -0.8972
S -1.0853 4.3810 -0.0833 0.9498
C -2.6412 5.0107 0.6010 -0.5311
C -3.3566 3.8686 1.2982 -0.5281
S -2.1467 3.0347 2.3545 0.9303
H 4.1419 0.9752 1.1703 0.0648
H 6.5167 1.5061 -1.3263 0.1160
H 6.0483 2.9439 -3.2895 0.1018
H 3.8359 4.0565 -3.5105 0.0963
H 2.1237 3.6987 -1.7563 0.1042
H -3.2347 5.3997 -0.2260 0.0770
H -2.4373 5.8216 1.3000 0.0767
H -3.7636 3.1638 0.5732 0.0776
H -4.1640 4.2267 1.9359 0.0780
N -2.6851 -4.1957 -1.2765 0.1672
C -2.9955 -4.8859 -2.4304 -0.1908
C -3.9080 -5.9016 -2.7022 -0.0230
C -3.9452 -6.3612 -4.0026 -0.0925
C -3.1063 -5.8316 -4.9985 -0.0912
C -2.2051 -4.8266 -4.7199 -0.0123
C -2.1519 -4.3492 -3.4097 -0.2223
N -1.3522 -3.3610 -2.8608 0.1845
C -1.6957 -3.3040 -1.6056 -0.2783
C -1.0930 -2.3793 -0.6357 -0.1196
C -1.5332 -2.2762 0.6806 0.0081
C -0.9075 -1.3803 1.5266 -0.0973
N 0.1049 -0.6028 1.1389 0.0367
C 0.5224 -0.6973 -0.1278 -0.0715
C -0.0410 -1.5652 -1.0416 0.0262
H -3.0886 -4.3386 -0.3694 0.1493
H -4.5550 -6.3119 -1.9382 0.1079
H -4.6382 -7.1504 -4.2630 0.1010
H -3.1745 -6.2262 -6.0034 0.1003
H -1.5561 -4.4142 -5.4802 0.1128
H -2.3523 -2.8657 1.0689 0.1083
H -1.2248 -1.2717 2.5560 0.1084
H 1.3413 -0.0500 -0.4109 0.1160
H 0.3230 -1.6180 -2.0569 0.1202
```

The energy above the lowest of the compared OMol25 structures with the same formula, charge and spin is 0.0 kJ/mol. The maximum force is 0.008 Eh/bohr. For the LUMO energy, the calculation gives -0.618 eV. For the frontier orbital gap, the calculation gives 7.14 eV.

***

Question: Number 3 is which compound?
Answer: C27H23AsFeN4O9S3

***

Question: maximum force of number 3 (C27H23AsFeN4O9S3)?
Answer: 0.018 Eh/bohr